# C5H8N2O

A cluster of 2 separate species, C5H8N2O in total (ωB97M-V/def2-TZVPD, the Open Molecules 2025 dataset).

ORCA input file:
```
! wB97M-V def2-TZVPD RIJCOSX def2/J DEFGRID3
* xyz 0 1
C 2.41 -0.56 -0.03
C 1.02 0.13 -0.32
C 0.58 1.54 -0.22
C -0.70 1.59 -0.15
C -0.21 -0.59 -0.39
H 2.28 -1.08 1.11
H 2.90 -1.30 -0.71
H 3.08 0.27 0.03
H 1.44 2.29 0.26
H -1.36 2.38 0.19
H -2.85 -0.48 0.79
H -3.00 -0.33 -0.93
H -1.43 -2.09 0.80
N -1.15 0.24 -0.09
N -2.50 -0.12 -0.10
O -0.52 -1.90 -0.23
*
```

Computed properties:
Relative energy (zero: lowest compared OMol25 entry of this formula, charge and spin) = 136.1 kcal per mole
Calculated total energy = -379.87131 Ha
Kohn-Sham gap = 7.1233 eV

Here are the natural (NBO) charges for atoms 1 to 4, given in e:
1 C -0.621
2 C -0.142
3 C -0.256
4 C -0.119

# C5H8N2O

A structure of composition C5H8N2O (ωB97M-V/def2-TZVPD, the Open Molecules 2025 dataset).

ORCA input file:
```
! wB97M-V def2-TZVPD RIJCOSX def2/J DEFGRID3
* xyz 0 1
C 1.77 1.20 -0.29
C 2.08 -0.22 -0.20
C 1.15 -1.25 -0.31
C -2.42 -0.16 -0.54
C -1.79 0.21 0.99
H 1.07 1.36 -1.22
H 1.52 1.73 0.66
H 2.80 1.80 -0.32
H 1.65 -2.28 -0.27
H -3.19 -1.27 -0.62
H -2.65 0.73 -1.12
H -2.18 -0.60 1.72
H -1.98 1.21 1.41
N -0.15 -1.58 0.06
N -0.84 -0.23 -0.39
O 3.18 -0.64 0.45
*
```

Computed properties:
Relative energy (zero: lowest compared OMol25 entry of this formula, charge and spin) = 200.0 kcal per mole
Calculated total energy = -379.76938 Ha
Kohn-Sham gap = 8.3240 eV

Here are the natural (NBO) charges for atoms 1 to 4, given in e:
1 C -0.735
2 C 0.443
3 C -0.018
4 C -0.258

# C5H8N2O

The molecule C5H8N2O (ωB97M-V/def2-TZVPD, the Open Molecules 2025 dataset).

ORCA input file:
```
! wB97M-V def2-TZVPD RIJCOSX def2/J DEFGRID3
* xyz 0 1
O 1.45 2.28 -0.03
C 1.99 1.05 -0.41
C 1.15 -0.17 -0.05
C -0.15 -0.32 0.00
C -1.20 0.64 -0.27
N -2.41 0.15 -0.21
N -2.36 -1.22 -0.03
C -0.96 -1.61 0.19
H 1.25 2.18 0.92
H 2.11 1.13 -1.46
H 2.95 0.97 0.14
H 1.77 -1.07 0.09
H -1.07 1.74 -0.44
H -3.02 -1.40 0.84
H -0.62 -2.42 -0.52
H -0.87 -1.94 1.26
*
```

Computed properties:
Relative energy (zero: lowest compared OMol25 entry of this formula, charge and spin) = 63.1 kcal per mole
Calculated total energy = -379.98756 Ha
Structure (SMILES) = OC/C=C1\C=NNC1
Kohn-Sham gap = 8.9710 eV

Here are the natural (NBO) charges for atoms 1 to 4, given in e:
1 O -0.706
2 C -0.086
3 C -0.217
4 C -0.082

# C5H8N2O

The molecule C5H8N2O (ωB97M-V/def2-TZVPD, the Open Molecules 2025 dataset).

ORCA input file:
```
! wB97M-V def2-TZVPD RIJCOSX def2/J DEFGRID3
* xyz 0 1
N 0.76 2.12 -0.15
C 0.74 0.75 -0.10
C -0.41 -0.07 -0.33
C -1.78 0.37 -0.04
O -2.84 -0.20 0.36
C -0.15 -1.58 -0.31
C 1.41 -1.50 0.12
N 1.95 0.03 0.18
H -0.28 2.58 -0.03
H 1.55 2.67 0.26
H -1.84 1.43 -0.25
H -0.77 -2.00 0.39
H -0.07 -2.05 -1.30
H 1.60 -2.06 1.07
H 2.04 -2.18 -0.47
H 2.62 0.32 1.19
*
```

Computed properties:
Relative energy (zero: lowest compared OMol25 entry of this formula, charge and spin) = 78.9 kcal per mole
Calculated total energy = -379.96249 Ha
Structure (SMILES) = NC1=C(C=O)CCN1
Kohn-Sham gap = 8.1942 eV

Here are the natural (NBO) charges for atoms 1 to 4, given in e:
1 N -0.808
2 C 0.453
3 C -0.313
4 C 0.392

# C5H8N2O

The molecule C5H8N2O (ωB97M-V/def2-TZVPD, the Open Molecules 2025 dataset).

ORCA input file:
```
! wB97M-V def2-TZVPD RIJCOSX def2/J DEFGRID3
* xyz 0 1
H -2.75 1.08 -0.39
N -1.93 1.53 -0.03
C -0.90 0.76 -0.18
C 0.59 0.98 0.20
C 1.33 0.28 -0.95
C 0.57 -1.01 -0.36
C 0.76 -0.36 1.05
N -0.91 -0.62 -0.67
O -1.90 -1.41 -0.07
H 0.85 2.00 0.52
H 1.11 0.68 -1.96
H 2.37 0.11 -0.70
H 0.89 -2.05 -0.62
H 0.11 -0.50 1.94
H 1.87 -0.43 1.41
H -2.07 -1.03 0.80
*
```

Computed properties:
Relative energy (zero: lowest compared OMol25 entry of this formula, charge and spin) = 87.2 kcal per mole
Calculated total energy = -379.94917 Ha
Structure (SMILES) = [H]/N=C1/[C@H]2C[C@H](C2)N1O
Kohn-Sham gap = 10.0460 eV

Here are the natural (NBO) charges for atoms 1 to 4, given in e:
1 H 0.349
2 N -0.660
3 C 0.417
4 C -0.284

# C5H8N2O

The molecule C5H8N2O (ωB97M-V/def2-TZVPD, the Open Molecules 2025 dataset).

ORCA input file:
```
! wB97M-V def2-TZVPD RIJCOSX def2/J DEFGRID3
* xyz 0 1
O 1.20 -2.54 -1.63
C 0.12 -2.48 -1.06
N -0.13 -1.52 -0.31
C -1.31 -0.95 -0.11
N -1.53 0.27 0.28
C -0.70 1.24 0.61
C 0.71 1.00 1.18
C 0.59 1.88 -0.14
H -0.90 -2.99 -1.10
H 0.64 -0.62 -0.47
H -2.18 -1.37 -0.74
H -1.02 1.94 1.40
H 1.34 0.03 1.23
H 1.14 1.52 1.98
H 1.07 1.56 -1.28
H 0.97 3.02 0.17
*
```

Computed properties:
Relative energy (zero: lowest compared OMol25 entry of this formula, charge and spin) = 135.4 kcal per mole
Calculated total energy = -379.87235 Ha
Structure (SMILES) = O=CN/C=N\C1CC1
Kohn-Sham gap = 9.5926 eV

Here are the natural (NBO) charges for atoms 1 to 4, given in e:
1 O -0.581
2 C 0.538
3 N -0.628
4 C 0.287

Q: Which of these has the highest relative energy (zero: lowest compared OMol25 entry of this formula, charge and spin)?
A: number 2